# 1
ORCA calculation (ωB97M-V with the def2-TZVPD basis set) on a cluster of 2 separate species, C4H10NO in total.

```
16
Properties=species:S:1:pos:R:3:nbo_charge:R:1
C 1.2983 -2.2940 0.4905 -0.65
C 0.8467 -0.8961 0.1165 0.21
C 1.3583 -0.3480 -1.0206 -0.71
N -0.0357 -0.3015 0.9426 -0.96
H 0.5119 -3.0420 0.3400 0.19
H 1.5866 -2.3083 1.5465 0.19
H 2.1463 -2.6191 -0.1125 0.19
H 1.0970 0.6368 -1.3716 0.19
H 2.0898 -0.8933 -1.6016 0.16
H -0.3060 -0.9665 1.6631 0.31
H -0.5140 1.1610 0.4278 0.51
C -2.0885 1.6935 -0.5683 -0.23
O -0.9331 2.0464 0.1121 -0.81
H -2.9694 1.6420 0.0921 0.12
H -2.3132 2.4352 -1.3412 0.14
H -1.9933 0.7185 -1.0667 0.16
```

* strongest force on any atom: 0.51 eV/A
* LUMO energy: 4.33 eV
* energy relative to the best compared isomer or geometry (same formula, charge and spin): 22.51 kJ/mol
* total charge: -1
* HOMO-LUMO gap: 6.44 eV


# 2
ORCA calculation (ωB97M-V with the def2-TZVPD basis set) on a cluster of 7 separate species, C52H88F5N3O17S8 in total.

```
173
Properties=species:S:1:pos:R:3:mulliken_charge:R:1
C 1.8189 -5.3809 3.4252 -0.75
C 0.4955 -5.0870 2.5187 -0.43
S -0.2094 -3.3897 2.8872 0.10
C -1.8581 -3.7744 3.7012 -0.95
C -3.0554 -2.7951 3.1410 0.80
C -3.6424 -2.0723 4.4840 -0.91
N -4.8199 -2.7849 5.0690 -0.68
O -2.4133 -1.8790 2.2335 -0.43
C -3.2423 -1.4716 1.1296 1.15
C -2.6974 0.0248 0.7258 -1.47
C -1.2113 0.2834 1.2646 -0.13
C -0.5079 1.6092 0.6807 -0.65
C 0.8133 1.1494 -0.1140 -0.40
C 2.0834 0.8818 0.8567 0.42
C 3.1347 -0.1827 0.2226 -0.21
O 3.0424 -1.5032 0.8408 -0.25
C 4.2962 -1.9550 1.3219 0.65
C 4.4227 -2.3246 2.8972 -0.93
O 5.3244 -2.1387 0.6276 -0.57
C -4.7964 -1.2595 1.4698 -1.13
C -5.6511 -0.5765 0.2922 -0.30
O -7.0200 -0.4248 0.8098 -0.33
C -7.6830 0.3857 -0.1701 0.69
C -8.2427 -0.1375 -1.5695 -0.82
O -7.8215 1.6146 0.0991 -0.54
C -2.9912 -2.3493 -0.2264 -0.84
N -1.6157 -2.1677 -0.7706 0.13
N -1.5762 -1.3609 -1.9247 -0.76
C -1.6861 -2.0246 -3.0397 0.43
S -2.3105 -2.6408 -4.4665 -0.16
C -3.3207 -3.9078 -0.0535 0.70
F -4.6695 -4.1574 0.4165 -0.38
F -2.3393 -4.6039 0.7524 -0.10
C -3.2616 -4.6744 -1.4794 -0.01
C -1.9935 -5.3339 -2.0590 0.01
C -1.9787 -6.0803 -3.4444 -0.83
C -3.3070 -6.1773 -4.2281 -0.61
C -4.6358 -5.5614 -3.6869 0.07
C -6.0092 -5.6964 -4.4722 0.66
F -6.4077 -4.5483 -5.1796 -0.24
F -6.9923 -6.1074 -3.5023 -0.24
F -5.8653 -6.8369 -5.3383 -0.27
C -4.5693 -4.8143 -2.3413 -0.26
H 1.6497 -4.9015 4.4451 0.26
H 2.6986 -4.9051 2.8695 0.05
H 1.9949 -6.5099 3.5745 0.36
H -0.2757 -5.8757 2.8590 0.31
H 0.6695 -5.2764 1.4070 0.26
H -2.1046 -4.8542 3.3638 0.21
H -1.8075 -3.8012 4.8394 0.48
H -3.8146 -3.5060 2.6746 0.08
H -2.8584 -1.9922 5.3142 0.50
H -3.9886 -0.9928 4.2743 0.26
H -5.5221 -2.8496 4.3193 0.28
H -4.5126 -3.7077 5.4026 0.30
H -3.3826 0.7514 1.3138 0.50
H -2.8596 0.2662 -0.3770 0.34
H -0.5219 -0.6106 1.0285 -0.02
H -1.2234 0.3994 2.4150 0.25
H -0.1306 2.2321 1.5816 0.31
H -1.1998 2.2990 0.0920 0.31
H 0.6343 0.1874 -0.7060 0.27
H 1.1206 2.0304 -0.7886 0.15
H 1.7914 0.4565 1.8785 0.17
H 2.7136 1.8473 1.0378 -0.27
H 4.2154 0.1837 0.2959 -0.04
H 2.8963 -0.3191 -0.8948 0.32
H 3.4863 -1.9663 3.4532 0.20
H 4.5653 -3.4565 3.0212 0.33
H 5.3855 -1.8426 3.2965 0.31
H -4.8588 -0.5293 2.3657 0.44
H -5.3588 -2.1967 1.7926 0.14
H -5.7069 -1.3360 -0.5634 0.07
H -5.2818 0.4551 -0.0230 0.45
H -8.1972 -1.2902 -1.5519 0.26
H -9.3317 0.1848 -1.7012 0.33
H -7.5958 0.2940 -2.4229 0.23
H -3.7141 -1.9567 -1.0418 0.70
H -1.1013 -3.0512 -0.8724 0.51
H -1.0012 -5.2771 -1.4890 0.24
H -1.0393 -6.5525 -3.8735 0.34
H -3.3670 -6.7068 -5.2414 0.35
H -5.5333 -4.3665 -1.9226 0.30
O 4.4952 4.4076 1.9370 -0.70
S 4.1189 3.3355 2.8318 1.13
O 2.8129 2.7169 2.7895 -0.65
C 5.3629 2.0602 2.7407 0.33
C 6.3903 2.4621 3.7900 -0.55
C 5.5835 2.9130 5.0093 -0.74
C 4.4766 3.8419 4.5093 -0.20
H 5.7747 2.0122 1.7332 -0.38
H 4.8874 1.1106 2.9988 0.13
H 7.0617 1.6355 4.0309 0.38
H 6.9975 3.2947 3.4204 0.21
H 5.1388 2.0379 5.4954 0.32
H 6.2131 3.4134 5.7481 0.36
H 3.5738 3.7535 5.1144 0.44
H 4.8078 4.8809 4.4853 -0.16
O 1.2120 1.7434 -5.5485 -0.74
S -0.2276 1.8419 -5.6295 1.33
O -1.0446 2.1715 -4.4814 -0.68
C -0.6458 2.9401 -6.9705 -0.62
C -0.7248 2.0329 -8.1918 -0.72
C -1.4687 0.7784 -7.7292 -0.82
C -0.8583 0.3506 -6.3927 -0.22
H 0.1079 3.7168 -7.0621 0.42
H -1.6183 3.3837 -6.7471 0.35
H -1.2347 2.5233 -9.0236 0.38
H 0.2831 1.7631 -8.5240 0.30
H -2.5291 1.0138 -7.5914 0.32
H -1.4049 -0.0250 -8.4670 0.35
H -1.6023 -0.1030 -5.7376 -0.12
H -0.0215 -0.3352 -6.5363 0.45
O 0.2792 4.9640 -5.4275 -0.56
S 0.0437 6.0205 -4.4689 1.07
O -1.0281 6.9780 -4.6251 -0.72
C -0.0634 5.2935 -2.8441 -0.57
C 1.3748 5.2760 -2.3439 -0.49
C 1.9681 6.6306 -2.7378 -0.73
C 1.5810 6.8945 -4.1945 -0.70
H -0.5081 4.2999 -2.9096 0.25
H -0.6867 5.9452 -2.2277 0.37
H 1.4223 5.1107 -1.2655 0.39
H 1.9326 4.4716 -2.8347 0.26
H 1.5477 7.4127 -2.0973 0.32
H 3.0526 6.6498 -2.6087 0.35
H 1.4313 7.9576 -4.3856 0.34
H 2.3253 6.4939 -4.8850 0.37
O -6.6324 -10.6730 0.3924 -0.65
S -7.5025 -10.9188 -0.7344 1.15
O -7.9873 -12.2411 -1.0597 -0.67
C -8.8921 -9.8043 -0.6298 -0.77
C -8.4293 -8.5552 -1.3684 -0.56
C -7.7105 -9.0567 -2.6222 -0.04
C -6.7694 -10.1836 -2.1919 -0.68
H -9.1421 -9.6185 0.4144 0.41
H -9.7355 -10.2739 -1.1409 0.35
H -9.2685 -7.9018 -1.6162 0.39
H -7.7310 -7.9878 -0.7444 0.27
H -8.4471 -9.4436 -3.3342 0.33
H -7.1633 -8.2565 -3.1207 -0.26
H -6.6690 -10.9429 -2.9681 0.36
H -5.7850 -9.7999 -1.9178 0.37
O 3.8653 7.3418 5.1475 -0.69
S 5.0701 7.2845 5.9421 1.30
O 5.8356 6.0668 6.0968 -0.65
C 6.1641 8.5877 5.4065 -0.76
C 5.7635 9.7875 6.2549 -0.59
C 5.5593 9.2452 7.6709 -0.59
C 4.7209 7.9704 7.5575 -0.70
H 6.0438 8.7581 4.3369 0.41
H 7.1876 8.2751 5.6252 0.38
H 6.5240 10.5704 6.2263 0.34
H 4.8255 10.2128 5.8834 0.29
H 6.5321 9.0082 8.1138 0.30
H 5.0747 9.9789 8.3188 0.31
H 4.9887 7.2431 8.3247 0.35
H 3.6527 8.1882 7.6081 0.37
O 8.4442 5.1069 0.5568 -0.68
S 8.5794 3.7056 0.2335 1.28
O 9.0441 2.7316 1.1964 -0.68
C 7.0396 3.1352 -0.4643 -0.21
C 7.1791 3.4059 -1.9564 -0.76
C 8.6012 2.9782 -2.3247 -0.70
C 9.5431 3.5572 -1.2673 -0.70
H 6.2035 3.6664 -0.0075 0.20
H 6.9593 2.0638 -0.2649 0.16
H 6.4296 2.8615 -2.5345 0.39
H 7.0511 4.4746 -2.1569 0.34
H 8.6661 1.8853 -2.3171 0.30
H 8.8782 3.3156 -3.3260 0.36
H 10.3958 2.9021 -1.0860 0.34
H 9.8916 4.5535 -1.5445 0.34
```

* strongest force on any atom: 6.08 eV/A
* SMILES string: CCSC[C@@H](CN)O[C@](CCCCCCOC(C)=O)(CCOC(C)=O)[C@@H](NN=C=S)C(F)(F)c1cccc(C(F)(F)F)c1.O=S1(=O)CCCC1.O=S1(=O)CCCC1.O=S1(=O)CCCC1.O=S1(=O)CCCC1.O=S1(=O)CCCC1.O=S1(=O)CCCC1
* LUMO energy: -0.97 eV
* total charge: 0
* HOMO-LUMO gap: 7.34 eV


# 3
ORCA calculation (ωB97M-V with the def2-TZVPD basis set) on the molecule CH4I2NOPS.

```
11
Properties=species:S:1:pos:R:3:nbo_charge:R:1
C 0.3674 0.1887 -0.2553 -0.43
N 0.6905 -0.4047 1.0275 -0.91
P 2.0420 0.3705 1.7329 1.74
O 1.9699 1.8374 1.5775 -1.02
I 4.3695 -1.0239 0.3098 -0.33
S 2.1186 -0.3100 3.7287 -0.24
I -0.0210 0.4215 4.4783 0.15
H 0.0840 1.1937 0.0173 0.22
H 1.0197 0.0919 -1.0332 0.20
H -0.4548 -0.4311 -0.5278 0.20
H 0.7680 -1.3673 0.8553 0.40
```

* strongest force on any atom: 3.48 eV/A
* SMILES string: CN[P@](=O)(I)SI
* LUMO energy (spin up / spin down): -2.43 / -2.43 eV
* energy relative to the best compared isomer or geometry (same formula, charge and spin): 66.07 kJ/mol
* total charge: 0
* HOMO-LUMO gap (spin up / spin down): 7.07 / 7.07 eV